Molecular formula: C21H19N3O3V
Method: DFT, ωB97M-V with the def2-TZVPD basis set

```
47
Properties=species:S:1:pos:R:3
V -0.13 0.36 0.63
C 2.87 -4.01 2.22
O 2.03 -3.04 1.60
C 1.23 -3.37 0.60
C 1.13 -4.62 -0.05
C 0.17 -4.84 -1.02
C -0.72 -3.85 -1.40
C -0.62 -2.57 -0.84
C -1.55 -1.53 -1.14
N -1.49 -0.33 -0.62
N -2.53 0.48 -0.76
C -2.45 1.48 0.09
O -1.31 1.54 0.73
C -3.57 2.32 0.43
C -4.71 2.43 -0.39
C -5.79 3.16 0.04
C -5.77 3.78 1.29
C -4.64 3.68 2.11
C -3.54 2.97 1.68
C 0.39 -2.33 0.15
O 0.46 -1.12 0.62
H 3.18 -3.57 3.17
H 3.76 -4.20 1.60
H 2.35 -4.94 2.42
H 1.81 -5.42 0.21
H 0.09 -5.81 -1.48
H -1.50 -4.05 -2.12
H -2.41 -1.76 -1.76
H -4.70 1.95 -1.36
H -6.66 3.26 -0.59
H -6.61 4.35 1.63
H -4.62 4.16 3.07
H -2.67 2.87 2.30
C 5.38 1.92 -1.40
C 3.95 1.73 -1.06
C 3.10 1.04 -1.93
C 1.81 0.76 -1.54
N 1.33 1.13 -0.35
C 2.09 1.89 0.45
C 3.40 2.21 0.13
H 5.75 1.07 -1.97
H 6.00 2.06 -0.51
H 5.51 2.80 -2.03
H 3.45 0.70 -2.89
H 1.14 0.20 -2.19
H 1.64 2.23 1.39
H 3.99 2.81 0.82
```

Output
* total energy: -2145.03795 Eh
* maximum force: 4.4 eV/A
* ⟨S²⟩: 0.769
* multiplicity: 2
* charge: +2

natural (NBO) population analysis, charges in e, atoms 1 to 6: atom 1 (V): 1.489, atom 2 (C): -0.263, atom 3 (O): -0.475, atom 4 (C): 0.307, atom 5 (C): -0.225, atom 6 (C): -0.165